A cluster of 18 separate species, C56H156B5ClF20N11O17 in total. Source: the Open Molecules 2025 dataset; level of theory: wB97M-V/def2-TZVPD.

Kohn-Sham gap: 1.558 eV
HOMO: -10.49 eV
charge: +5
strongest force on any atom: 0.0718 hartree/bohr

Structure (XYZ):
```
266
Properties=species:S:1:pos:R:3:lowdin_charge:R:1
C -2.3151 -25.1654 24.0063 -0.021
O -3.5795 -24.9862 24.7449 -0.196
C -3.7834 -25.7883 25.8091 -0.273
C -5.1277 -25.3733 26.4894 -0.053
N -6.2235 -25.4243 25.4389 0.034
H -5.9783 -24.6761 24.8439 0.138
H -6.0526 -26.2798 24.7656 0.235
C -7.6192 -25.2111 25.8442 -0.117
C -8.5238 -25.7477 24.7610 -0.208
O -7.9290 -25.5554 23.4821 -0.217
C -8.8025 -25.6605 22.3560 -0.061
H -2.2701 -24.4100 23.2098 0.091
H -2.3143 -26.1124 23.4437 0.095
H -1.4410 -25.0131 24.6948 0.114
H -3.0432 -25.6596 26.5876 0.133
H -3.8227 -26.8726 25.5853 0.142
H -5.0583 -24.2974 26.7732 0.155
H -5.3255 -26.0731 27.2990 0.139
H -7.7417 -24.1475 25.9811 0.138
H -7.9115 -25.7034 26.7702 0.144
H -9.4410 -25.1220 24.8849 0.141
H -8.7796 -26.8345 24.9564 0.155
H -8.1085 -25.6535 21.5120 0.096
H -9.5216 -24.7896 22.3530 0.112
H -9.3977 -26.5574 22.4086 0.084
C -12.9185 -16.4678 24.5036 -0.061
O -13.1229 -17.3407 25.6221 -0.208
C -12.1294 -17.4465 26.6015 -0.221
C -11.4660 -18.7753 26.5275 -0.097
N -12.5119 -19.8424 26.4914 0.066
H -13.1680 -19.6887 27.2615 0.184
H -13.0358 -19.6136 25.6892 0.116
C -12.0407 -21.2680 26.4721 -0.091
C -13.2501 -22.1517 26.5033 -0.242
O -13.9234 -21.9723 27.7229 -0.180
C -15.3521 -22.2436 27.6709 -0.056
H -13.0541 -15.4506 24.9079 0.099
H -13.5865 -16.7922 23.7067 0.090
H -11.8660 -16.5265 24.0975 0.103
H -12.6271 -17.2792 27.5649 0.140
H -11.3498 -16.6470 26.4631 0.154
H -10.8422 -18.9837 27.4102 0.146
H -10.8551 -18.9200 25.5961 0.147
H -11.4080 -21.4247 27.3421 0.140
H -11.5079 -21.4936 25.5200 0.142
H -12.9367 -23.1975 26.2824 0.142
H -13.8961 -21.8530 25.5822 0.160
H -15.5675 -23.1259 27.0959 0.073
H -15.9564 -21.4956 27.1506 0.086
H -15.6825 -22.2329 28.7222 0.106
C -16.9412 -22.6296 15.8487 -0.050
O -17.1967 -21.4114 16.5781 -0.291
C -16.2990 -20.3095 16.2405 -0.152
C -14.9348 -20.4332 16.9078 -0.099
N -15.1898 -20.7205 18.3228 -0.009
H -15.6469 -19.8993 18.7644 -0.018
H -15.9314 -21.4092 18.4045 0.125
C -14.1403 -21.1466 19.2704 -0.078
C -14.7828 -21.4267 20.6473 -0.177
O -15.8664 -22.3467 20.3806 -0.243
C -16.8098 -22.3313 21.5258 -0.035
H -17.6225 -23.3965 16.2999 0.104
H -15.8903 -23.0604 15.9283 0.088
H -17.1393 -22.3506 14.7962 0.101
H -16.7804 -19.4292 16.7887 0.089
H -16.2868 -20.1292 15.1973 0.119
H -14.3681 -19.4923 16.8696 0.129
H -14.2895 -21.1756 16.4949 0.108
H -13.2956 -20.4513 19.2967 0.119
H -13.8064 -22.1013 18.8246 0.126
H -15.2885 -20.5320 21.1104 0.123
H -13.9850 -21.7317 21.3954 0.138
H -16.2528 -22.6745 22.4120 0.094
H -17.6009 -22.9941 21.2626 0.059
H -17.2188 -21.2661 21.5308 0.092
C -7.6839 -28.0167 12.0864 -0.135
O -8.0066 -26.7322 12.4605 -0.183
C -9.0685 -26.7836 13.4803 -0.123
C -9.2807 -25.2679 13.7219 -0.079
N -9.8141 -24.6209 12.5062 0.047
H -9.8538 -25.3102 11.7710 0.148
H -10.7753 -24.4563 12.7751 0.161
C -9.2038 -23.4453 11.8839 -0.070
C -8.2027 -23.9712 10.8392 -0.231
O -8.7049 -25.0432 10.1229 -0.189
C -8.0258 -25.2547 8.8693 -0.040
H -7.1623 -28.0515 11.1424 0.090
H -8.5236 -28.7067 11.9026 0.099
H -7.0475 -28.5471 12.7898 0.096
H -8.7612 -27.2458 14.3955 0.126
H -9.8881 -27.3648 13.1216 0.117
H -8.3150 -24.8074 13.9320 0.150
H -9.9836 -25.1921 14.5504 0.102
H -8.7495 -22.8108 12.6628 0.150
H -9.9253 -22.8333 11.3431 0.142
H -7.2546 -24.2787 11.2331 0.127
H -8.0074 -23.0903 10.2189 0.130
H -8.6847 -25.7018 8.1559 0.089
H -7.1071 -25.8166 8.8799 0.093
H -7.7558 -24.2832 8.4577 0.089
C -15.8942 -26.4202 24.6050 -0.040
O -16.4318 -26.5091 23.2403 -0.200
C -17.7361 -27.1169 23.2075 -0.191
C -18.2980 -26.8058 21.8499 -0.124
N -17.3625 -27.2762 20.8618 0.053
H -17.7570 -26.9620 19.9562 0.148
H -16.4196 -26.8072 20.9646 0.166
C -17.2782 -28.7895 20.7381 -0.047
C -16.2478 -29.3638 19.6684 -0.185
O -16.5529 -29.0514 18.3200 -0.202
C -16.8606 -30.1177 17.4686 -0.104
H -15.7922 -27.4232 25.0640 0.102
H -16.6008 -25.7668 25.1826 0.100
H -14.8982 -26.0149 24.4980 0.069
H -18.3118 -26.7798 24.0326 0.114
H -17.7696 -28.2028 23.3952 0.130
H -18.5438 -25.7889 21.5939 0.135
H -19.2014 -27.3480 21.6781 0.130
H -18.2705 -29.2123 20.4529 0.153
H -16.8235 -29.2116 21.6361 0.129
H -16.2174 -30.4278 19.8843 0.123
H -15.1917 -29.0605 19.9236 0.130
H -16.9353 -29.7582 16.4486 0.086
H -17.7588 -30.7034 17.6993 0.095
H -15.9930 -30.7972 17.4682 0.099
C -23.6193 -27.2478 21.3936 -0.050
O -24.0929 -27.0739 20.0368 -0.238
C -24.2436 -28.3159 19.3449 -0.207
C -24.8261 -27.9256 18.0584 -0.062
N -24.0567 -26.6346 17.7180 0.068
H -24.5143 -25.8333 18.1649 0.171
H -23.1102 -26.6715 18.1221 0.144
C -23.8919 -26.4420 16.1807 -0.067
C -23.5055 -25.0010 15.9039 -0.247
O -24.3908 -24.0581 16.4172 -0.184
C -25.7478 -24.1615 15.8895 -0.039
H -24.4326 -27.7550 22.0244 0.123
H -23.3798 -26.2404 21.7163 0.092
H -22.7272 -27.8762 21.3675 0.082
H -24.8545 -29.0604 19.9427 0.163
H -23.2537 -28.7333 19.2772 0.127
H -25.8144 -27.5437 18.0783 0.132
H -24.6776 -28.5834 17.2117 0.138
H -24.8798 -26.5371 15.7313 0.116
H -23.1531 -27.1647 15.8457 0.144
H -23.3068 -24.9853 14.8297 0.137
H -22.5558 -24.7912 16.3887 0.112
H -25.6279 -24.2546 14.7719 0.119
H -26.2791 -23.3071 16.2658 0.093
H -26.2191 -25.1033 16.2101 0.077
C -17.1238 -13.8293 20.2929 -0.011
C -17.8862 -14.4550 19.0998 -0.295
C -17.6863 -13.7911 17.7327 -0.182
O -18.5381 -14.4571 16.8203 -0.194
C -18.0546 -14.4332 15.5107 -0.109
N -17.5928 -15.9109 18.8204 0.180
H -17.8515 -16.5736 19.5339 0.061
H -18.1241 -16.1976 17.9831 0.146
H -16.5813 -16.0835 18.5970 0.120
H -17.5484 -12.8768 20.5228 0.077
H -16.1104 -13.6456 19.9736 0.076
H -17.2158 -14.5848 21.1775 0.128
H -18.9653 -14.4666 19.3383 0.160
H -16.6190 -13.7761 17.4448 0.149
H -17.9801 -12.7960 17.8437 0.120
H -17.8486 -13.3696 15.1740 0.116
H -18.8024 -14.8594 14.7937 0.105
H -17.1514 -15.0389 15.4212 0.084
C -7.9873 -11.4755 -0.1192 -0.223
C -8.6394 -10.3809 -0.8499 -0.265
C -12.5001 -17.6374 4.1905 0.136
O -11.3365 -17.5087 3.5933 -0.090
C -10.8134 -16.1200 3.2584 0.045
N -10.0785 -10.0190 -0.6817 0.087
H -10.7332 -10.5124 -1.2830 0.136
H -10.3013 -10.3512 0.2775 0.154
H -10.3671 -9.0196 -0.7082 0.168
H -7.7997 -11.1905 0.9953 0.068
H -6.9358 -11.7338 -0.5419 0.103
H -8.5427 -12.4817 0.1223 0.069
H -8.1573 -9.8130 -1.6149 0.056
H -12.6816 -18.6534 4.5065 0.103
H -13.1281 -16.6661 4.2965 0.143
H -11.6418 -15.3898 3.2543 0.097
H -10.3122 -16.1878 2.2892 0.109
H -10.1680 -15.8222 4.0843 0.103
C -8.6688 -18.4634 20.4812 -0.004
C -9.5302 -17.9655 19.3065 -0.255
C -9.5797 -18.8933 18.0664 -0.130
O -10.6008 -19.9264 18.2698 -0.184
C -10.9707 -20.4246 17.0141 -0.108
N -10.9933 -17.8765 19.6956 0.229
H -11.2944 -17.0722 20.2538 0.183
H -11.6328 -17.8497 18.8995 0.112
H -11.2021 -18.7163 20.2193 0.101
H -9.1681 -19.2069 21.0967 0.075
H -8.4853 -17.6205 21.0954 0.072
H -7.6890 -18.8833 20.1392 0.109
H -9.2578 -17.0318 18.9872 0.119
H -8.6198 -19.3558 18.1105 0.111
H -9.7236 -18.3387 17.0776 0.150
H -10.2277 -21.0921 16.6665 0.076
H -11.0652 -19.5434 16.2649 0.123
H -11.9149 -20.9373 17.1122 0.057
C -20.8030 -21.0769 16.0708 -0.011
C -20.6082 -20.4562 17.4609 -0.306
C -21.8609 -20.4971 18.3294 -0.225
O -21.7344 -19.6394 19.4115 -0.184
C -22.9589 -19.5065 20.1714 -0.056
N -19.4902 -21.1336 18.2183 0.175
H -18.6463 -21.2751 17.6043 0.100
H -19.1678 -20.4405 18.9518 0.033
H -19.8109 -22.0744 18.5551 0.144
H -19.8110 -20.9714 15.5394 0.101
H -21.4905 -20.4064 15.5646 0.094
H -21.1401 -22.0485 16.0834 0.046
H -20.2042 -19.4665 17.2742 0.144
H -22.0123 -21.5587 18.6941 0.154
H -22.7125 -20.2691 17.7339 0.121
H -23.6873 -20.1889 19.7290 0.078
H -23.4169 -18.4884 20.1757 0.104
H -22.6938 -19.8888 21.1819 0.102
C -14.7462 -24.9095 18.1208 -0.013
C -14.1492 -26.2527 17.8753 -0.296
C -14.4488 -26.6694 16.5044 -0.227
O -13.7305 -27.8591 16.2585 -0.174
C -13.3510 -28.0081 14.8749 -0.069
N -12.6173 -26.0993 17.9467 0.266
H -12.2143 -26.8724 17.4420 0.149
H -12.2930 -25.2020 17.5794 0.127
H -12.4089 -26.1588 18.9128 0.107
H -14.6472 -24.6131 19.1996 0.098
H -15.8029 -25.0613 17.8593 0.101
H -14.3005 -24.1459 17.4681 0.076
H -14.4376 -27.0537 18.5441 0.140
H -14.1696 -25.9227 15.7653 0.109
H -15.5266 -26.8461 16.3658 0.150
H -14.0778 -28.5364 14.3057 0.068
H -12.3642 -28.4829 14.8024 0.091
H -13.4205 -26.9883 14.2830 0.120
B -11.8179 -20.2817 22.7664 -1.130
F -12.9276 -19.7812 23.5015 0.094
F -11.7101 -21.6661 22.9229 0.116
F -11.9589 -19.9305 21.3741 0.063
F -10.5815 -19.5719 23.1889 0.008
B -12.0334 -23.7629 15.4169 -1.101
F -10.9932 -23.2902 14.4968 0.047
F -13.2831 -23.4064 14.8799 0.111
F -11.9233 -25.1914 15.4895 0.068
F -11.8701 -23.2447 16.7642 0.063
B -20.2100 -25.0120 18.7859 -1.231
F -19.0387 -25.8290 18.9625 0.060
F -20.3429 -24.5438 17.4598 0.093
F -21.2374 -25.9221 19.1256 0.093
F -20.1534 -23.9367 19.6371 0.139
B -14.1422 -16.9687 18.5519 -1.215
F -14.4647 -17.5545 19.8222 0.061
F -13.5736 -15.7288 18.7358 0.148
F -13.1883 -17.8806 17.9325 0.042
F -15.2839 -16.8966 17.7272 0.084
B -13.6257 -26.0541 21.5561 -1.348
F -14.2774 -24.8219 21.6907 0.110
F -13.3698 -26.5453 22.7991 0.167
F -14.5535 -26.8795 20.9369 0.115
F -12.5065 -25.8289 20.7600 0.125
Cl -17.4044 -19.0458 19.2385 0.097
```